[1]
C4H12N2O | ωB97M-V with the def2-TZVPD basis set

Results
Charge   0
HOMO energy (alpha / beta)   -0.296 / -0.239 Ha
LUMO (alpha / beta)   0.95 / 0.44 eV
HOMO-LUMO gap (alpha / beta)   9.02 / 6.94 eV

The geometry in XYZ format:
```
19
C4H12N2O | the OMol25 dataset | ωB97M-V with the def2-TZVPD basis set
C 0.515 1.764 0.701
C 0.321 -2.095 0.480
C -0.309 0.157 -2.330
C -0.172 1.643 -0.524
N -0.424 -0.684 2.061
N -0.782 -1.216 0.855
O 0.398 1.070 -1.600
H 1.607 2.069 0.493
H 0.492 0.850 1.398
H -0.019 2.574 1.261
H 0.808 -2.756 1.296
H 0.005 -2.780 -0.418
H 1.213 -1.535 0.060
H -0.891 -0.671 -1.772
H 0.383 -0.440 -2.989
H -1.167 0.482 -3.069
H -1.186 1.603 -0.456
H 0.202 -1.190 2.726
H -1.354 -0.477 2.529
```

---

[2]
C3H7NS | ωB97M-V with the def2-TZVPD basis set

Results
Charge   0
HOMO energy   -0.325 Ha
LUMO   0.23 eV
HOMO-LUMO gap   9.08 eV

The geometry in XYZ format:
```
12
C3H7NS | the OMol25 dataset | ωB97M-V with the def2-TZVPD basis set
C -0.135 -0.149 0.610
C -0.944 -0.751 -0.661
C 1.015 -0.718 -0.255
H -0.429 1.799 2.179
H -0.243 -0.529 1.579
H -1.183 -0.078 -1.510
H -1.937 -1.286 -0.438
H 0.208 -1.750 -1.783
H 1.092 0.159 -1.145
H 1.880 -1.360 0.172
N 0.038 -1.752 -0.877
S 0.046 1.564 0.558
```

---

[3]
C5H12N2 | ωB97M-V with the def2-TZVPD basis set

Results
Charge   0
HOMO energy (alpha / beta)   -0.251 / -0.251 Ha
LUMO (alpha / beta)   -0.13 / -0.13 eV
HOMO-LUMO gap (alpha / beta)   6.71 / 6.71 eV

The geometry in XYZ format:
```
19
C5H12N2 | the OMol25 dataset | ωB97M-V with the def2-TZVPD basis set
C -0.264 1.170 0.996
C -1.505 -0.768 -0.963
C 2.141 -1.306 -0.185
C -0.359 2.186 -0.076
N -1.149 -0.615 0.431
C 0.340 -0.147 0.801
N 1.342 -0.109 -0.122
H -1.702 -1.148 1.093
H -0.546 1.452 2.008
H 0.528 -0.693 1.745
H -0.736 -0.281 -1.564
H -1.522 -1.822 -1.264
H -2.481 -0.329 -1.193
H 3.117 -1.079 -0.620
H 2.319 -1.777 0.800
H 1.679 -2.079 -0.823
H -1.394 2.261 -0.436
H 0.268 1.911 -0.924
H -0.075 3.173 0.297
```

---

[4]
C6H21O5 | ωB97M-V with the def2-TZVPD basis set

Results
Charge   -1
HOMO energy   -0.181 Ha
LUMO   3.56 eV
HOMO-LUMO gap   8.50 eV

The geometry in XYZ format:
```
32
C6H21O5 | the OMol25 dataset | ωB97M-V with the def2-TZVPD basis set
C -2.398 0.538 -0.300
O -2.348 -0.787 -0.201
C -1.173 1.129 -1.287
C 0.018 1.828 -0.646
C 0.186 1.647 0.908
C 1.332 1.426 -1.337
C 2.694 2.007 -0.791
H -3.278 0.984 -0.759
H -2.135 0.972 0.667
H -0.920 0.375 -2.001
H -1.646 1.949 -1.865
H -0.144 2.933 -0.855
H 1.059 2.352 1.349
H -0.645 1.721 1.416
H 0.410 0.574 1.055
H 1.298 1.840 -2.381
H 1.391 0.225 -1.490
H 2.707 1.862 0.266
H 2.808 3.012 -1.180
H 3.527 1.376 -1.178
H 1.977 -2.349 0.727
H 0.546 -1.881 0.761
O 1.501 -1.787 0.218
H -0.549 -0.810 2.678
H -0.496 0.622 3.323
O -0.190 -0.280 3.473
H 0.631 -2.663 -1.119
H 1.358 -2.457 -2.441
O 0.536 -2.757 -2.104
H -1.587 -1.196 0.417
H -0.957 -2.579 1.576
O -0.662 -1.677 1.332
```

---

[5]
C3H6N2 | ωB97M-V with the def2-TZVPD basis set

Results
SMILES   [H]/N=C\N1CC1
Charge   0
HOMO energy   -0.373 Ha
LUMO   1.06 eV
HOMO-LUMO gap   11.20 eV

The geometry in XYZ format:
```
11
C3H6N2 | the OMol25 dataset | ωB97M-V with the def2-TZVPD basis set
C 1.214 -0.258 0.103
C -1.146 -0.687 -0.015
C -0.952 0.684 0.033
H 2.748 0.060 -0.975
H 0.694 -0.128 1.169
H -1.108 -1.116 1.027
H -1.976 -1.030 -0.697
H -0.664 1.286 0.816
H -1.398 1.352 -0.723
N 2.565 -0.011 -0.028
N 0.024 -0.152 -0.710
```

---

[6]
C5H16N2O | ωB97M-V with the def2-TZVPD basis set

Results
SMILES   CC[C@@H](N)CNC.O
Charge   0
HOMO energy   -0.316 Ha
LUMO   1.00 eV
HOMO-LUMO gap   9.59 eV

The geometry in XYZ format:
```
24
C5H16N2O | the OMol25 dataset | ωB97M-V with the def2-TZVPD basis set
N 1.529 -0.539 1.235
C -0.833 -1.513 -0.237
C -0.138 -0.199 -0.510
C 0.560 0.423 0.698
C 1.269 1.738 0.274
N 0.330 2.822 -0.111
C -0.486 3.312 1.005
H 2.261 -0.032 1.712
H 2.030 -1.001 0.476
H -1.125 -1.946 -1.208
H -0.040 -2.261 -0.106
H -1.600 -1.469 0.522
H 0.373 -0.269 -1.475
H -0.835 0.585 -0.877
H -0.199 0.639 1.447
H 2.012 2.069 0.988
H 1.748 1.480 -0.674
H 0.787 3.564 -0.615
H -0.291 4.331 1.350
H -1.553 3.315 0.745
H -0.439 2.591 1.811
H -2.544 -5.763 -2.328
H -1.216 -6.275 -1.782
O -1.598 -5.604 -2.338
```